(1)
37
Properties=species:S:1:pos:R:3:forces:R:3:nbo_charge:R:1 method="wB97M-V/def2-TZVPD" homo_lumo_gap_ha=0.3479 smiles=CCc1ccc(O)cc1.CCc1ccccc1 multiplicity=1 lumo_ev=0.7 e_above_lowest_kcal_mol=27.6
C -0.923534 0.200720 -3.046795 0.2 -0.7 -0.4 -0.601
C -0.508188 0.018675 -1.574956 -0.4 0.2 -0.3 -0.439
C 0.243759 -1.280062 -1.502294 -0.9 -1.2 -0.4 -0.028
C -0.516597 -2.474837 -1.518633 0.5 0.3 0.9 -0.201
C 0.038959 -3.735160 -1.751601 0.1 1.8 -0.4 -0.250
C 1.406506 -3.761040 -2.096530 0.4 -0.5 2.4 0.276
O 2.066142 -4.947316 -2.314807 -0.2 -0.9 -0.8 -0.714
C 2.198186 -2.645075 -1.864610 -0.1 1.5 -1.0 -0.252
C 1.608661 -1.387752 -1.713819 -1.0 0.5 0.6 -0.204
H -0.752585 1.211638 -3.381182 -0.2 0.3 -0.3 0.213
H -1.955223 -0.120353 -3.161991 -0.3 0.5 -0.1 0.207
H -0.406866 -0.516841 -3.701506 0.3 0.5 0.2 0.213
H 0.027591 0.885569 -1.191687 0.4 -0.1 -0.1 0.212
H -1.470238 0.042187 -1.053726 0.4 -0.5 0.5 0.217
H -1.544141 -2.378281 -1.176716 -0.1 -0.2 -0.3 0.204
H -0.639633 -4.561249 -1.627682 0.4 -0.6 -0.4 0.229
H 2.524196 -5.300705 -1.545985 -0.1 0.4 0.1 0.486
H 3.281301 -2.630738 -1.916663 -0.1 -0.6 -0.3 0.222
H 2.084742 -0.406968 -1.731153 0.8 -0.6 0.1 0.212
C -1.123565 -0.427624 2.036997 0.2 -1.1 0.6 -0.622
C -0.025541 0.614302 2.014954 0.4 0.7 -0.2 -0.428
C -0.402430 2.074091 2.243465 0.3 -0.7 -0.1 0.002
C 0.589326 3.055179 2.130693 1.3 -0.2 -0.8 -0.219
C 0.358639 4.378246 2.287395 -2.1 1.3 -0.1 -0.212
C -0.944380 4.795788 2.683176 -0.1 -0.3 -0.9 -0.211
C -1.988402 3.891999 2.559612 1.2 -0.7 1.4 -0.210
C -1.691056 2.510135 2.359737 -1.0 1.2 -0.1 -0.225
H -1.101784 -1.000845 1.115005 -0.6 0.2 -0.3 0.218
H -2.119356 -0.116331 2.344330 0.0 0.3 -0.5 0.212
H -0.891229 -1.197847 2.775533 0.2 0.1 0.2 0.212
H 0.783558 0.285537 2.676377 -0.1 0.4 0.2 0.218
H 0.451650 0.633512 1.034760 0.0 -0.3 -0.2 0.214
H 1.567101 2.847171 1.694703 -0.1 -0.6 0.3 0.208
H 0.955364 5.144136 1.808554 0.8 -0.1 0.8 0.215
H -1.137282 5.839262 2.906840 0.0 0.0 -0.1 0.208
H -2.984161 4.172884 2.865367 -0.2 0.1 -0.4 0.212
H -2.543201 1.861178 2.197264 0.2 -0.2 0.3 0.209

***

(2)
67
Properties=species:S:1:pos:R:3:forces:R:3:nbo_charge:R:1 method="wB97M-V/def2-TZVPD" homo_lumo_gap_ha="0.2585 / 0.1239" total_charge=+3 multiplicity=4 lumo_ev="-9.0 / -12.6"
Ti -0.030257 0.125652 -0.104498 -0.2 -0.5 -0.5 1.406
C -2.314078 3.486646 1.191976 0.1 0.0 0.0 -0.307
C -2.308791 2.203578 0.670821 0.0 -0.1 0.0 0.004
N -1.053406 1.825949 0.387307 -0.1 0.2 0.1 -0.466
N -0.239393 2.864543 0.713448 0.1 -0.1 -0.1 -0.332
C -0.980865 3.871993 1.189695 0.0 0.0 0.1 0.057
B 1.251870 2.958001 0.194670 -0.1 -0.2 0.0 0.942
N 2.136404 1.840544 0.868281 -0.1 0.0 -0.1 -0.328
C 3.396343 1.899963 1.301433 0.1 0.0 0.1 0.072
C 3.885889 0.603623 1.453930 0.0 0.1 0.0 -0.314
C 2.851514 -0.214135 1.050324 -0.2 -0.1 0.0 0.001
N 1.779136 0.530208 0.696140 0.6 0.2 0.2 -0.524
N 1.196505 2.578997 -1.311696 -0.1 -0.1 0.2 -0.334
C 1.587657 3.213610 -2.422474 0.0 0.0 0.0 0.058
C 1.197649 2.477097 -3.526828 0.0 0.0 0.0 -0.298
C 0.571182 1.363423 -2.999673 0.0 0.0 0.0 0.026
N 0.581908 1.408366 -1.656191 0.1 0.1 0.0 -0.465
N 1.776817 4.310980 0.496050 0.2 0.2 0.1 -0.436
C 1.581439 5.508027 -0.135751 -0.1 0.0 0.1 -0.034
C 1.908558 6.504976 0.740051 0.0 0.0 -0.1 -0.313
C 2.296582 5.830734 1.915549 0.0 0.0 0.0 -0.012
N 2.208277 4.524059 1.780069 -0.1 -0.1 0.0 -0.319
H -3.162432 4.074591 1.494216 0.0 0.0 0.0 0.270
H -3.138527 1.538315 0.488733 0.0 0.0 0.0 0.236
H -0.517786 4.802734 1.476927 0.0 0.0 0.0 0.265
H 3.858304 2.854600 1.488247 0.0 0.0 0.0 0.285
H 4.865603 0.313885 1.790701 0.0 0.0 0.0 0.276
H 2.803201 -1.290661 0.991349 0.0 0.0 0.0 0.250
H 2.137182 4.137855 -2.368047 0.0 0.0 0.0 0.254
H 1.355354 2.717382 -4.562806 0.0 0.0 0.0 0.273
H 0.117699 0.533860 -3.514287 0.0 0.0 0.0 0.241
H 1.192531 5.571740 -1.137757 0.0 0.0 0.0 0.228
H 1.897143 7.564729 0.556582 0.0 0.0 0.0 0.263
H 2.646313 6.251443 2.844560 0.0 0.0 0.0 0.235
Br -2.328130 -0.842730 -1.100859 -0.2 0.1 -0.1 0.124
B -1.858571 -2.738796 -1.422420 0.2 -0.1 0.1 -0.071
B -2.990829 -3.930274 -2.067762 -0.1 0.0 -0.1 -0.046
C -1.966006 -5.008236 -2.899170 0.0 0.0 0.0 -0.555
B -1.580959 -3.361089 -3.040872 0.0 0.0 -0.1 -0.055
B -0.314435 -4.629645 -2.943093 0.0 -0.1 -0.1 -0.035
B -0.941263 -5.941789 -1.929646 0.0 0.0 -0.1 -0.085
B -2.577143 -5.517645 -1.400764 0.0 -0.1 -0.1 -0.062
B -2.491316 -4.017179 -0.364248 0.0 0.1 0.1 -0.093
Br -3.680202 -3.623061 1.086683 -0.1 0.0 0.0 0.102
B -1.206569 -5.312334 -0.263282 0.0 0.1 -0.1 -0.115
Br -1.028449 -6.422651 1.244630 0.0 -0.1 0.2 0.413
B 0.239177 -4.734442 -1.255620 0.0 0.0 0.0 -0.092
Br 2.037821 -5.129320 -0.816125 0.1 -0.1 0.0 0.220
B -0.223958 -3.145931 -1.933803 -0.2 0.0 0.2 -0.110
Br 1.088744 -1.705645 -2.065612 0.1 0.1 0.0 0.147
B -0.764999 -3.563513 -0.308890 -0.1 0.1 -0.1 -0.098
Br -0.009477 -2.525905 1.169403 0.0 0.0 0.1 0.095
H -4.086654 -3.711628 -2.432556 0.0 0.0 0.0 0.137
H -2.378647 -5.488365 -3.775769 0.0 0.0 0.0 0.363
H -1.749469 -2.772830 -4.045255 0.0 0.0 0.0 0.138
H 0.360901 -4.875984 -3.872408 0.0 0.0 0.0 0.138
H -0.671763 -7.057538 -2.180000 0.0 0.0 0.0 0.148
H -3.393988 -6.356232 -1.304655 0.0 0.0 0.0 0.146
I -2.395133 0.284478 6.193624 -0.3 0.0 0.3 0.845
C -1.196793 0.329042 4.635569 0.4 0.1 -0.5 -0.363
C 0.183280 0.665284 4.633635 0.0 0.0 0.0 0.092
N 0.581676 0.575286 3.386466 0.0 0.1 0.0 -0.282
N -0.418132 0.210497 2.520988 -0.1 -0.1 0.2 -0.252
C -1.486274 0.058614 3.252476 0.0 0.0 0.1 0.033
H 0.841199 0.956285 5.438465 0.0 0.0 0.0 0.283
H 1.499868 0.780349 3.003824 0.0 0.0 0.1 0.465
H -2.429023 -0.234385 2.815995 0.0 0.0 0.0 0.262

***

(3)
45
Properties=species:S:1:pos:R:3:forces:R:3:nbo_charge:R:1 method="wB97M-V/def2-TZVPD" homo_lumo_gap_ha="0.2050 / 0.2324" total_charge=+4 multiplicity=3 lumo_ev="-15.9 / -15.2"
W 0.145346 0.008576 0.320914 -0.2 2.1 0.3 2.063
C 2.097570 1.910313 1.805460 0.2 -0.4 -0.3 -0.254
C 2.933955 0.889650 0.978350 -0.9 -0.6 0.7 -0.267
N 2.204223 0.521983 -0.305153 -2.2 2.4 1.1 -0.655
C 2.203715 1.735821 -1.261338 1.6 -1.5 -0.8 -0.257
C 0.876577 2.199984 -1.792522 1.0 -0.3 -0.2 -0.263
N -0.112616 1.976810 -0.730509 -1.8 0.8 -0.6 -0.666
C -0.107729 3.153789 0.208833 -1.0 -1.9 2.4 -0.247
C -0.398983 2.639817 1.637308 0.4 -0.3 -0.1 -0.231
N 0.578861 1.468136 1.907300 1.2 0.2 -1.2 -0.686
H 2.554953 1.986024 2.799043 -0.4 -0.1 0.0 0.299
H 2.160076 2.911909 1.360882 -0.2 -0.4 0.3 0.241
H 3.950086 1.221035 0.775464 0.0 0.4 -0.2 0.295
H 3.084755 -0.031431 1.564711 -0.2 0.1 -0.1 0.242
H 2.649865 -0.230290 -0.732710 1.2 -1.5 -1.1 0.427
H 2.724310 2.473605 -0.723773 0.4 1.2 0.6 0.231
H 2.913179 1.448244 -2.046685 -0.4 0.3 -0.2 0.285
H 0.901423 3.266275 -2.056140 0.2 -0.2 0.0 0.281
H 0.586227 1.668208 -2.687663 -0.1 -0.3 -0.2 0.254
H -0.961555 2.125918 -1.300516 -0.2 -0.7 0.7 0.447
H 0.876822 3.487307 0.267540 1.3 1.3 -0.6 0.219
H -0.848924 3.899413 0.002271 -0.1 0.6 -0.7 0.284
H -0.254754 3.420449 2.403989 0.0 -0.3 -0.3 0.296
H -1.423455 2.258155 1.716072 0.2 0.0 0.2 0.232
H 0.438076 1.057529 2.828228 -0.2 0.3 0.3 0.450
Br -5.971491 -1.913387 -1.581359 1.1 0.0 0.5 0.420
C -4.307199 -1.423629 -0.888538 -0.8 -0.4 -0.6 0.046
C -4.162860 -0.062044 -0.503730 0.4 -0.9 0.6 -0.231
C -2.910273 0.345021 -0.126706 -0.6 -0.6 -0.7 0.090
N -1.820626 -0.488609 -0.074559 0.6 0.0 -0.1 -0.619
C -2.012765 -1.816929 -0.373226 1.0 -0.8 0.3 0.163
C -3.197803 -2.323401 -0.789142 -0.8 0.7 -0.1 -0.210
C -0.796918 -2.678631 -0.189139 -0.5 0.0 -0.5 0.288
C -0.826948 -4.043258 -0.404292 0.2 1.0 -0.7 -0.235
C 0.356495 -4.795819 -0.302869 -0.7 0.2 0.5 0.016
Br 0.216478 -6.577386 -0.574684 0.5 -0.2 0.0 0.464
C 1.508759 -4.094487 0.065737 1.6 -0.9 0.4 -0.251
C 1.515224 -2.761209 0.258800 1.0 1.9 -0.3 0.094
N 0.380592 -1.961406 0.120597 -0.6 -2.1 0.0 -0.682
H -5.068202 0.544488 -0.414940 0.6 0.2 -0.3 0.312
H -2.714868 1.357358 0.083822 0.1 1.1 0.4 0.213
H -3.244776 -3.371628 -1.043874 -0.5 0.1 0.0 0.281
H -1.660185 -4.578368 -0.851556 -0.3 0.4 0.5 0.281
H 2.455601 -4.622324 0.217711 -0.3 0.1 -0.2 0.306
H 2.489778 -2.201595 0.432607 -1.4 -1.0 0.0 0.235